# 1
C47H125N19O23 | ωB97M-V/def2-TZVPD

Computed properties:
* spin multiplicity: 1
* HOMO level: -8.06 eV
* Kohn-Sham gap: 7.5990 eV
* charge: 0

Geometry as XYZ:
```
214
C47H125N19O23 ωB97M-V/def2-TZVPD
H -6.054 6.136 5.317
O 5.521 6.976 7.907
C -3.835 6.951 3.546
H -5.284 -9.364 -1.694
H 8.621 6.988 5.332
O -0.264 -1.521 7.724
H 5.496 9.138 4.687
C -5.002 -8.975 -0.716
H 5.495 4.661 4.723
H 2.777 -0.079 0.600
C -6.218 7.028 2.400
H -3.075 6.354 -4.642
C 2.037 -10.013 -2.864
H -4.977 -7.574 -7.509
N 5.352 7.134 6.503
N 9.015 -4.778 -4.316
H -0.369 -3.401 -2.422
H -1.519 -3.109 -0.092
H -1.592 -0.598 -0.251
H 0.185 -3.006 0.014
H 5.890 6.091 7.957
H -8.691 -3.004 -5.005
H -8.595 -4.346 -3.659
H -7.949 5.804 3.045
C 4.100 6.923 4.393
O 9.982 0.239 3.605
O -1.136 4.681 -4.557
H 7.979 9.468 6.249
C 3.028 6.148 6.568
H -2.178 -6.423 -10.047
N 8.163 -6.466 -3.295
C -1.653 -1.204 8.061
H -6.926 -2.609 3.331
C -6.043 7.168 5.668
H -4.989 -7.894 -0.582
C 8.601 1.599 -2.923
H 2.478 7.078 6.425
H 0.088 -9.489 -2.397
N 4.159 -5.304 -7.478
C 5.297 7.358 3.571
O -8.653 -1.112 -3.445
C -8.341 -2.439 -3.044
C -4.169 8.257 4.205
H 3.866 -9.564 -3.330
C -6.515 -4.255 4.487
H 2.486 5.332 6.089
H -6.599 8.423 0.926
O -8.432 -2.923 4.582
C 8.582 -5.271 -3.229
C -4.658 6.795 2.221
C -2.398 4.333 -5.114
H 3.786 -0.314 -9.281
H 7.921 0.460 -4.277
C 0.851 -1.646 -2.245
H 3.225 5.890 7.608
H -3.811 6.057 4.169
H -2.812 6.944 3.170
H 3.009 -2.295 -2.236
H 3.598 -7.547 -8.047
H -7.485 -10.946 -0.202
O -7.800 8.381 3.600
H 6.530 9.625 7.036
H 1.595 -0.655 1.784
C -4.249 -1.048 -7.557
C 4.399 6.227 5.804
H -7.258 -2.466 -3.164
C 6.585 7.665 5.845
O 2.683 -4.723 -9.075
C -5.641 8.242 4.637
C -7.496 -3.468 3.685
N 5.581 2.142 -9.299
H -5.409 7.245 6.551
H 5.059 7.931 2.674
H 5.031 2.800 -9.833
H -5.233 9.883 5.883
H 8.793 2.562 -1.270
C -3.771 -7.162 -8.995
O 8.748 2.583 -3.560
N -6.445 8.148 3.357
H -4.507 0.995 -7.732
H 7.458 6.022 4.764
H 2.649 -8.479 -4.058
H -2.840 0.476 8.674
H 9.994 1.035 3.067
N 8.292 0.397 -3.339
H 3.573 7.874 4.478
H -4.234 -5.971 -7.553
C 10.067 -0.974 2.911
H -4.611 5.714 2.089
H 7.952 -0.185 -2.587
O 8.431 -4.569 -2.258
H 1.851 -3.581 -2.490
N 2.915 -9.253 -3.466
N 3.021 -6.853 -8.502
H 8.216 -7.116 -4.066
H -5.808 10.405 4.260
N 8.532 1.650 -1.615
H -2.506 -5.626 -8.618
H 7.948 -2.451 2.210
H -6.919 5.109 1.877
N 4.047 0.650 -9.431
H -0.676 -8.333 3.105
H 4.502 -4.360 -7.368
C 1.899 -0.709 0.739
H -2.037 3.836 -6.014
C -0.705 -1.032 0.210
H -10.772 -2.772 -3.899
H -3.062 -1.883 -8.831
H -3.180 -0.070 -8.927
N 0.896 -9.383 -2.994
C 3.245 -5.560 -8.420
C 0.635 -0.313 -0.013
H -7.898 9.265 3.239
H 2.196 -1.751 0.617
H -0.695 1.410 -0.164
H 2.175 -3.069 -0.960
N 0.864 -0.357 -1.522
H -2.157 -2.123 8.359
H -2.971 3.708 -4.429
H -7.072 7.367 5.968
H -6.018 -9.287 1.164
O -7.060 -5.390 5.121
H 9.737 -0.775 1.892
H -0.137 -2.369 7.291
O 5.861 0.195 -8.320
H 7.824 6.113 6.607
H -2.101 -0.993 7.090
H -2.805 0.059 10.641
H 9.262 -1.855 4.717
H 3.394 1.345 -9.764
C -0.679 -2.486 -0.400
O 2.353 -10.830 -2.017
C 9.204 -2.014 3.640
O 1.737 0.519 -2.125
O -3.988 -8.185 -9.631
H -5.407 0.103 -6.520
H 0.830 -8.804 -3.819
C -8.966 -3.388 -4.023
C 0.777 -1.417 -3.800
C -0.129 -7.030 4.502
H -9.199 -2.674 4.061
H 7.845 8.459 7.501
H -1.329 -2.120 -2.415
H -4.302 5.420 -5.280
H -3.596 5.624 -7.351
H -6.174 6.850 0.194
H -0.802 -1.003 1.295
C 7.649 6.617 5.657
H 1.566 -1.035 -4.448
N -2.835 -6.306 -9.289
H 11.143 -1.144 2.962
H 0.417 -2.367 -4.195
H -6.926 -5.380 6.071
C 7.210 8.842 6.702
O -6.526 -10.914 -0.167
C 0.181 1.117 0.413
C -6.182 -9.525 0.113
H -6.955 9.681 5.360
H -1.891 -8.004 4.634
H 0.693 -7.224 2.763
H -3.945 9.169 3.651
H 6.394 2.469 -8.796
C -0.443 -2.459 -1.878
N -3.428 -0.980 -8.566
H -0.569 3.909 -4.493
O 0.709 -6.262 4.929
C -1.883 0.017 8.922
H 4.665 -6.066 -7.050
C -5.909 9.667 5.056
H 2.602 0.150 -1.932
O -1.950 -0.235 10.318
H -6.016 -3.749 5.314
C 6.177 8.311 4.487
H -9.576 -1.230 -3.681
O -10.339 -3.627 -3.848
H -4.076 -10.010 0.645
N -1.226 -7.471 5.177
H 9.533 -5.475 -4.832
H -6.308 5.104 3.518
H 5.809 6.462 3.220
H 7.811 -6.820 -2.418
H 3.458 6.230 3.849
N -0.053 -7.576 3.347
O 7.872 -2.114 3.106
H 7.097 8.684 4.038
H 2.353 -7.094 -9.220
H -1.358 -7.164 6.130
H 0.030 1.258 1.484
C 4.917 4.786 5.639
H -1.156 0.804 8.721
C -6.729 7.343 0.992
H -5.653 -4.613 3.924
C 5.220 0.955 -8.944
O -4.613 -2.076 -7.074
C 2.017 -2.647 -1.953
C -6.893 5.683 2.804
H 1.013 1.745 0.094
N -4.338 -6.907 -7.917
O -3.816 -9.402 -0.051
H 9.026 0.901 -1.150
H -7.772 7.028 0.957
H 4.120 4.050 5.530
H 9.370 -3.832 -4.315
H -7.966 -4.056 2.897
H 5.344 4.415 6.571
H -4.336 7.425 1.392
H -8.623 -2.491 -1.993
H -7.075 -8.928 -0.073
N -4.805 0.117 -7.331
C -3.233 5.592 -5.405
H -3.535 8.257 5.092
O -3.002 6.083 -6.753
H 9.686 -2.985 3.531
H -0.049 -0.766 -4.086
```

***

# 2
C3H2AgO | ωB97M-V/def2-TZVPD

Computed properties:
* spin multiplicity: 2
* HOMO level (alpha / beta): -5.95 / -10.52 eV
* Kohn-Sham gap (alpha / beta): 5.3725 / 9.9949 eV
* charge: 0

Geometry as XYZ:
```
7
C3H2AgO ωB97M-V/def2-TZVPD
O -1.726 -0.825 -0.389
C -2.827 -0.778 -0.133
C 1.854 1.526 0.215
H 1.194 1.831 -0.623
Ag 0.871 -0.551 -0.675
C 1.777 0.786 1.274
H 1.436 -0.230 1.564
```